Record 1
DFT (the ωB97M-V functional and the def2-TZVPD basis) results for a structure of composition C33H26CoF10N4O2S3.

```
! RIJCOSX wB97M-V def2-TZVPD def2/J DEFGRID3
* xyz -1 5
Co 0.055 -0.515 -1.107
C -0.493 -2.271 -3.504
N -1.126 -1.860 -2.252
C -1.311 -2.999 -1.344
C 0.024 -3.401 -0.693
N 1.040 -2.386 -0.968
C 2.276 -2.595 -0.436
C 2.624 -3.150 0.813
F 1.688 -3.598 1.662
C 3.930 -3.250 1.263
F 4.168 -3.736 2.488
C 4.991 -2.832 0.490
F 6.248 -2.889 0.952
C 4.717 -2.355 -0.776
F 5.728 -2.012 -1.586
C 3.416 -2.286 -1.221
F 3.241 -1.975 -2.518
C -2.355 -1.103 -2.481
C -2.047 0.317 -2.918
N -1.081 0.965 -2.015
C -0.945 2.306 -2.180
C -0.238 3.178 -1.095
F 1.364 3.169 0.658
C 0.482 4.352 -1.738
F 1.622 4.825 -1.194
C -0.064 5.000 -2.772
F 0.425 6.167 -3.222
C -1.148 4.404 -3.448
F -1.792 5.110 -4.393
C -1.501 3.092 -3.208
F -2.402 2.612 -4.111
H -1.142 -2.970 -4.050
H 0.460 -2.747 -3.279
H -0.307 -1.399 -4.133
H -1.753 -3.847 -1.882
H -1.999 -2.682 -0.564
H 0.367 -4.356 -1.115
H -0.166 -3.561 0.365
H -2.909 -1.076 -1.544
H -2.983 -1.585 -3.241
H -2.997 0.851 -2.891
H -1.704 0.330 -3.958
N -1.288 3.727 -0.218
C 0.789 2.347 -0.288
O 0.027 1.364 0.371
C 1.881 1.796 -1.206
C 1.817 0.302 -1.421
H -1.837 2.963 0.166
H -0.853 4.215 0.559
H 2.844 2.072 -0.773
H 1.792 2.320 -2.157
H 2.454 -0.206 -0.704
H 2.126 0.025 -2.426
O -0.818 -1.007 0.665
C -0.933 -0.210 1.774
C -0.809 -1.073 3.035
C -0.523 -0.817 4.345
C -0.711 -1.951 5.189
C -1.163 -3.037 4.504
S -1.338 -2.696 2.837
C 0.226 0.893 1.701
C 1.591 0.347 1.968
C 2.267 0.945 2.995
C 1.569 1.978 3.620
S -0.020 2.205 2.992
C -2.309 0.488 1.827
C -3.078 0.836 2.900
C -4.331 1.414 2.541
C -4.507 1.469 1.195
S -3.150 0.838 0.364
H -0.179 0.142 4.704
H -0.510 -1.949 6.253
H -1.374 -4.026 4.885
H 1.954 -0.481 1.372
H 3.261 0.645 3.307
H 1.907 2.586 4.448
H -2.757 0.691 3.922
H -5.067 1.749 3.260
H -5.350 1.856 0.639
*
```

Values from the calculation:
Highest occupied orbital energy (spin up / spin down)   -3.49 / -5.04 eV
E_LUMO (spin up / spin down)   0.0631 / 0.0722 Ha
Energy relative to the best compared isomer or geometry (same formula, charge and spin)   249.6 kJ/mol
Orbital gap (spin up / spin down)   5.21 / 7.01 eV

Record 2
DFT (the ωB97M-V functional and the def2-TZVPD basis) results for a cluster of 2 separate species, C5H12IN2 in total.

```
! RIJCOSX wB97M-V def2-TZVPD def2/J DEFGRID3
* xyz 1 1
C 1.573 0.574 -1.211
C 0.380 -0.431 1.556
C -1.125 1.296 0.352
C -0.941 -1.162 -0.472
C -0.537 -0.096 0.448
N 1.920 1.395 -0.426
N 2.066 0.081 -2.272
I 3.985 2.799 -0.928
H 0.311 -1.416 1.999
H 1.415 -0.250 1.145
H 0.287 0.336 2.288
H -1.510 1.647 1.186
H -1.881 1.293 -0.526
H -0.479 2.041 0.028
H -0.102 -1.986 -0.549
H -1.681 -1.756 0.068
H -1.300 -0.614 -1.437
H 1.452 1.734 0.313
H 1.839 -0.940 -2.579
H 2.916 0.572 -2.703
*
```

Values from the calculation:
Highest occupied orbital energy (spin up / spin down)   -12.03 / -12.18 eV
E_LUMO (spin up / spin down)   -0.2232 / -0.2165 Ha
Energy relative to the best compared isomer or geometry (same formula, charge and spin)   485.1 kJ/mol
Orbital gap (spin up / spin down)   5.95 / 6.28 eV

Record 3
DFT (the ωB97M-V functional and the def2-TZVPD basis) results for a cluster of 2 separate species, C4H8O2 in total.

```
! RIJCOSX wB97M-V def2-TZVPD def2/J DEFGRID3
* xyz 0 1
C -1.755 -1.042 -0.416
C -0.834 -0.914 -1.369
O -0.146 1.723 0.600
C 1.156 1.228 0.423
C 1.360 -0.089 1.148
O 2.102 -0.965 0.771
H -0.741 1.135 0.110
H -1.520 -1.491 0.547
H -2.784 -0.724 -0.567
H 0.191 -1.250 -1.219
H -1.073 -0.482 -2.338
H 1.840 1.964 0.863
H 1.443 1.097 -0.631
H 0.758 -0.189 2.078
*
```

Values from the calculation:
SMILES string   O=CCO.C=C
Highest occupied orbital energy   -9.88 eV
E_LUMO   0.0351 Ha
Energy relative to the best compared isomer or geometry (same formula, charge and spin)   217.4 kJ/mol
Orbital gap   10.83 eV

Record 4
DFT (the ωB97M-V functional and the def2-TZVPD basis) results for a cluster of 2 separate species, CH6S in total.

```
! RIJCOSX wB97M-V def2-TZVPD def2/J DEFGRID3
* xyz 0 1
S -0.571 -1.967 -1.982
H -1.854 -1.753 -1.638
H -0.356 -0.614 -1.826
C 0.556 0.824 1.135
H -0.315 0.145 1.198
H 0.233 1.818 0.693
H 1.080 0.999 2.133
H 1.227 0.550 0.286
*
```

Values from the calculation:
SMILES string   C.S
Highest occupied orbital energy   -9.80 eV
E_LUMO   0.0317 Ha
Energy relative to the best compared isomer or geometry (same formula, charge and spin)   26.4 kJ/mol
Orbital gap   10.67 eV

Record 5
DFT (the ωB97M-V functional and the def2-TZVPD basis) results for a cluster of 2 separate species, CH4I2Si in total.

```
! RIJCOSX wB97M-V def2-TZVPD def2/J DEFGRID3
* xyz 0 1
C 1.676 -0.094 0.654
Si -1.283 0.044 -0.681
I -2.568 2.074 0.106
I -2.346 -1.945 0.141
H 1.750 -0.208 1.709
H 1.868 -0.836 -0.097
H 1.868 0.969 0.183
H -0.966 -0.006 -2.015
*
```

Values from the calculation:
Highest occupied orbital energy (spin up / spin down)   -9.01 / -7.78 eV
E_LUMO (spin up / spin down)   -0.0422 / -0.0134 Ha
Energy relative to the best compared isomer or geometry (same formula, charge and spin)   394.1 kJ/mol
Orbital gap (spin up / spin down)   7.86 / 7.41 eV

Record 6
DFT (the ωB97M-V functional and the def2-TZVPD basis) results for the ion C5H7N6S2 with charge +1.

```
! RIJCOSX wB97M-V def2-TZVPD def2/J DEFGRID3
* xyz 1 3
C -0.516 -0.905 -0.346
C 0.718 1.912 -0.308
C -1.516 1.069 0.396
C 1.257 0.520 -0.845
C 1.648 -0.265 0.448
N -1.627 -0.177 0.084
N -3.740 1.667 0.801
N -2.621 1.525 1.197
N 0.207 -0.338 -1.399
N -0.517 1.986 0.180
N 0.671 -1.112 0.712
S 1.704 3.194 -0.326
S 3.198 -0.079 1.110
H -0.752 -1.877 -0.488
H 2.169 0.855 -1.313
H -4.018 1.522 -0.180
H 0.593 -0.963 -2.089
H -0.789 2.825 0.658
H 0.339 -1.596 1.525
H 2.937 -0.517 2.377
*
```

Values from the calculation:
Highest occupied orbital energy (spin up / spin down)   -10.50 / -12.48 eV
E_LUMO (spin up / spin down)   -0.1622 / -0.2565 Ha
Energy relative to the best compared isomer or geometry (same formula, charge and spin)   0.0 kJ/mol
Orbital gap (spin up / spin down)   6.09 / 5.50 eV

Record 7
DFT (the ωB97M-V functional and the def2-TZVPD basis) results for a structure of composition C6H8Cl4NiO6.

```
! RIJCOSX wB97M-V def2-TZVPD def2/J DEFGRID3
* xyz -2 3
Ni -8.501 9.296 7.784
C -7.717 7.861 5.849
O -8.325 7.177 4.994
O -7.592 7.515 7.102
O -7.917 9.168 5.863
C -10.959 8.824 7.468
O -10.400 9.953 7.088
O -11.593 8.208 6.566
O -10.226 8.233 8.361
Cl -8.162 9.242 10.283
C -8.171 9.592 12.017
C -9.255 10.561 12.460
Cl -10.884 9.912 12.228
H -7.175 9.967 12.248
H -8.342 8.626 12.492
H -9.085 11.480 11.896
H -9.097 10.846 13.501
Cl -6.839 11.383 7.913
C -6.368 12.903 7.131
C -4.877 12.958 7.000
Cl -4.310 11.873 5.703
H -6.825 13.745 7.647
H -6.753 12.891 6.111
H -4.359 12.631 7.902
H -4.464 13.943 6.778
*
```

Values from the calculation:
Highest occupied orbital energy (spin up / spin down)   0.23 / 0.20 eV
E_LUMO (spin up / spin down)   0.1543 / 0.1543 Ha
Energy relative to the best compared isomer or geometry (same formula, charge and spin)   0.0 kJ/mol
Orbital gap (spin up / spin down)   3.97 / 3.99 eV

Record 8
DFT (the ωB97M-V functional and the def2-TZVPD basis) results for a cluster of 2 separate species, C6H13N in total.

```
! RIJCOSX wB97M-V def2-TZVPD def2/J DEFGRID3
* xyz 0 1
C -0.511 -0.229 1.839
C -0.097 0.756 0.749
C 1.448 0.682 0.451
C -2.508 0.444 -1.362
N -2.804 -0.126 -0.092
C 1.983 -0.293 -0.301
C 3.405 -0.499 -0.519
H -0.132 -0.030 2.793
H 0.019 -1.148 1.645
H -1.554 -0.436 1.795
H -0.186 1.814 0.901
H -0.809 0.486 0.009
H -1.726 -0.017 -1.962
H -3.549 -0.726 -0.317
H -3.357 0.510 -1.997
H -2.172 1.475 -1.157
H 1.442 -1.161 -0.692
H 3.647 0.290 -1.243
H 3.966 -0.377 0.460
H 3.495 -1.416 -0.999
*
```

Values from the calculation:
Highest occupied orbital energy   -6.88 eV
E_LUMO   -0.1217 Ha
Energy relative to the best compared isomer or geometry (same formula, charge and spin)   879.1 kJ/mol
Orbital gap   3.57 eV

Electronic energy in eV, matching the order above: -142001.8979, -16449.1316, -8371.0282, -11969.0824, -25178.9795, -35897.0197, -109767.2933, -7913.7223
Max |F| in eV/A, matching the order above: 0.4, 6.8, 0.6, 1.7, 4.2, 4.6, 6.3, 6.0